Computed, not measured: 11 unconnected molecules or ions with the total composition C23H47NO41S10 at a distorted geometry, with ωB97M-V/def2-TZVPD.

Positions of all 122 atoms, in Å:
C 8.65436 10.55144 5.67402
C 9.87320 10.49558 6.61519
O 10.87918 10.02121 5.75080
S 10.77902 10.66688 4.26787
O 10.98623 9.66734 3.26007
O 11.54072 11.88552 4.23361
O 9.18046 10.98740 4.42833
H 7.96230 11.32146 6.01395
H 8.16562 9.58190 5.60149
H 9.63881 9.78957 7.40897
H 10.12481 11.45149 7.07453
C 12.03546 4.92941 11.90602
C 12.87250 5.94408 11.13975
O 12.20411 7.16299 11.32868
S 11.69521 7.25246 12.90897
O 10.33952 7.70783 13.01749
O 12.72769 7.91568 13.65350
O 11.80373 5.64879 13.11514
H 12.63296 4.04969 12.13381
H 11.08633 4.66196 11.44154
H 13.02084 5.73952 10.08047
H 13.87048 6.02777 11.58494
C 8.16635 7.51668 10.64938
C 7.37680 8.24110 9.57708
O 6.06971 7.85124 9.91730
S 6.00857 6.27518 10.24038
O 5.91750 5.52498 9.00893
O 5.05368 6.00885 11.25542
O 7.55670 6.24420 10.80590
H 8.09988 7.96120 11.64563
H 9.22800 7.53407 10.39422
H 7.63630 8.00043 8.54276
H 7.63111 9.29232 9.72084
C 5.32432 11.32867 8.23614
C 4.98778 11.72386 6.77327
O 5.21477 10.52380 6.08567
S 4.53239 9.31103 6.90325
O 5.21694 8.09574 6.57328
O 3.11119 9.40765 6.73167
O 5.04104 9.92384 8.34845
H 4.75602 11.92342 8.95280
H 6.35247 11.56932 8.51283
H 5.62838 12.52379 6.42049
H 3.90891 11.89974 6.75164
C 7.22370 13.77322 12.67296
C 7.23462 13.79673 11.11739
O 7.35166 12.40972 10.75810
S 7.98751 11.52886 11.96681
O 9.24245 10.91006 11.62322
O 6.97606 10.63856 12.46723
O 8.18439 12.78351 12.96676
H 6.29151 13.40275 13.10761
H 7.47182 14.75482 13.06730
H 7.97449 14.40718 10.60521
H 6.25535 14.13801 10.77860
C 2.33353 7.27690 12.64472
C 2.24774 7.99964 14.01232
O 0.85448 8.24451 14.12787
S 0.17048 8.55251 12.67456
O 0.14660 9.98888 12.55602
O -1.00144 7.74531 12.48493
O 1.37483 7.89169 11.79191
H 2.02881 6.23475 12.76998
H 3.29479 7.26163 12.14050
H 2.86002 8.89711 13.91479
H 2.55022 7.32094 14.80272
C 1.87006 6.72514 7.75634
C 2.73241 6.97064 8.97111
O 2.55566 5.91398 9.91115
S 1.93583 4.64867 9.16136
O 1.03014 3.92206 9.98602
O 2.97757 3.96574 8.42650
O 1.08830 5.56954 8.11933
H 2.43652 6.59910 6.83529
H 1.16855 7.54269 7.60602
H 2.48911 7.90935 9.46121
H 3.78721 6.86819 8.70490
C 8.87807 4.85116 6.00196
C 7.83546 6.00296 6.02191
O 8.63140 7.20011 6.13288
S 10.22492 6.93641 6.14295
O 10.79676 7.59331 7.27900
O 10.72445 7.05351 4.82174
O 10.09834 5.37682 6.57174
H 8.98245 4.50043 4.97733
H 8.75440 4.04955 6.72719
H 7.11541 5.94325 6.83026
H 7.46316 6.00716 5.00085
C 6.50606 1.49229 6.47410
C 5.74782 2.77097 6.79906
O 6.11481 3.65449 5.71931
S 6.14920 2.83570 4.28792
O 7.15782 3.35889 3.41630
O 4.83202 2.63010 3.75540
O 6.60252 1.49921 5.05772
H 6.07847 0.52089 6.71365
H 7.54089 1.51872 6.82770
H 6.03606 3.29580 7.70621
H 4.66029 2.70538 6.76576
C 5.95532 9.37362 15.18873
C 6.64622 8.63788 16.33982
O 6.31294 7.27500 16.18247
S 6.10865 6.88259 14.63006
O 5.15478 5.82732 14.46844
O 7.38308 6.77908 13.94654
O 5.58278 8.37227 14.24839
H 6.53991 10.12990 14.67724
H 4.98636 9.71850 15.55663
H 6.40909 9.07763 17.30774
H 7.73951 8.70085 16.33658
C 9.36777 4.07200 14.85736
C 8.27181 3.33605 14.14511
O 7.97818 2.22052 14.58819
N 7.70747 3.86620 13.05823
C 6.59093 3.38952 12.30697
H 10.22308 4.11401 14.17742
H 9.65769 3.59610 15.78621
H 9.13929 5.11541 15.09454
H 7.95337 4.81430 12.81256
H 5.67163 3.89083 12.63222
H 6.45421 2.31409 12.35526
H 6.67726 3.79698 11.30011

Computed properties:
SMILES = O=S1(=O)OCCO1.O=S1(=O)OCCO1.O=S1(=O)OCCO1.O=S1(=O)OCCO1.O=S1(=O)OCCO1.O=S1(=O)OCCO1.O=S1(=O)OCCO1.O=S1(=O)OCCO1.O=S1(=O)OCCO1.O=S1(=O)OCCO1.CNC(C)=O
energy relative to the best compared isomer or geometry (same formula, charge and spin) = 0.000 eV
molecular weight = 1314.265 g mol⁻¹

Results of the Mulliken charge analysis, in e, for atoms 1 through 8:
1 C 0.40
2 C -0.10
3 O -0.27
4 S 1.08
5 O -0.50
6 O -0.56
7 O -0.41
8 H 0.04

***

Computed, not measured: a molecular structure, C8H21NO4Rb, with ωB97M-V/def2-TZVPD.

Positions of all 35 atoms, in Å:
Rb 4.17049 3.82158 -21.85572
C -0.99596 5.90067 -21.95825
O 0.30617 6.45401 -21.92161
C 0.91466 6.46464 -23.18642
C 2.21302 7.22603 -23.10063
N 3.14211 6.55100 -22.18496
C 4.38430 7.32944 -22.02141
C 5.37498 7.12279 -23.14739
O 5.81146 5.78232 -23.24903
C 6.93665 5.65968 -24.11096
H -1.68465 6.55972 -22.49498
H -1.34961 5.79424 -20.93495
H -0.98999 4.91558 -22.43984
H 0.27249 6.92774 -23.94524
H 1.14877 5.43643 -23.51217
H 2.02371 8.25183 -22.76333
H 2.63788 7.24224 -24.10554
H 2.70324 6.52136 -21.26568
H 4.85324 7.08239 -21.06534
H 4.15736 8.40274 -21.97864
H 6.21471 7.80667 -22.95142
H 4.96865 7.45084 -24.11400
H 6.63364 5.76057 -25.15798
H 7.36985 4.67754 -23.94121
H 7.68254 6.43133 -23.90805
C 1.75953 5.19785 -18.61406
C 1.26923 4.09827 -19.50921
O 2.32607 3.11868 -19.67316
O 2.95365 5.81055 -19.13046
H 1.94974 4.81234 -17.61321
H 1.00402 5.98160 -18.61356
H 1.02007 4.48252 -20.49883
H 0.38444 3.64459 -19.05803
H 1.97000 2.22833 -19.59549
H 3.70172 5.29186 -18.82313

Computed properties:
charge = +1
energy relative to the best compared isomer or geometry (same formula, charge and spin) = 0.000 eV
molecular weight = 280.727 g mol⁻¹

Results of the natural (NBO) charge analysis, in e, for atoms 1 through 8:
1 Rb 0.97
2 C -0.25
3 O -0.56
4 C -0.06
5 C -0.24
6 N -0.69
7 C -0.25
8 C -0.08

***

Computed, not measured: 2 unconnected molecules or ions with the total composition H2N4O2 at a distorted geometry, with ωB97M-V/def2-TZVPD.

Positions of all 8 atoms, in Å:
N -0.38823 -0.42110 0.40551
N 1.14272 1.05081 -0.03148
N -1.60566 0.01456 0.09189
N 2.12569 0.55960 -0.16636
O 3.12656 0.00383 -0.38477
O 0.05466 -1.34331 -0.23434
H -2.30569 -0.60911 -0.42798
H -2.15006 0.74472 0.74752

Computed properties:
SMILES = N#[N+][O-].NN=O
energy relative to the best compared isomer or geometry (same formula, charge and spin) = 2.409 eV
molecular weight = 90.042 g mol⁻¹

Atom-resolved charges from natural (NBO), all expressed in e:
1 N 0.24
2 N -0.09
3 N -0.62
4 N 0.44
5 O -0.35
6 O -0.40
7 H 0.37
8 H 0.40

***

Computed, not measured: 2 unconnected molecules or ions with the total composition CH5N2O at a distorted geometry, with ωB97M-V/def2-TZVPD.

Positions of all 9 atoms, in Å:
C 0.95039 0.04880 -0.63779
N -1.10892 0.69471 -0.13062
N 0.07681 1.03619 0.02050
O -2.46160 -0.43893 1.40445
H 1.39874 0.54389 -1.61969
H 1.69570 -0.35806 0.15735
H 0.33175 -0.78716 -0.78697
H -2.99854 -1.12762 1.03473
H -1.88813 1.14922 0.45320

Computed properties:
charge = -1
energy relative to the best compared isomer or geometry (same formula, charge and spin) = 3.346 eV
molecular weight = 61.064 g mol⁻¹

Results of the natural (NBO) charge analysis, in e, for atoms 1 through 8:
1 C -0.47
2 N -0.33
3 N -0.27
4 O -1.29
5 H 0.17
6 H 0.18
7 H 0.21
8 H 0.40